Arrangement w

DFT (the ωB97M-V functional and the def2-TZVPD basis) results for a 2-piece molecular cluster, C3H10N2O overall.

Output
HOMO energy ... -8.490 eV
Kohn-Sham gap ... 9.41 eV
Charge ... 0
LUMO energy ... 0.92 eV
SMILES ... C=CN.NCO

Geometry (Å):
C (-0.60, -0.45, -2.51)
C (-1.48, 0.33, -1.82)
N (-1.19, 1.23, -0.77)
H (-0.82, -0.91, -3.43)
H (0.42, -0.17, -2.19)
H (-2.44, 0.43, -2.19)
H (-0.89, 0.62, -0.02)
H (-1.91, 1.89, -0.78)
N (1.96, -0.95, 1.00)
C (1.13, 0.09, 1.48)
O (-0.06, -0.17, 2.23)
H (1.42, -1.77, 0.75)
H (2.67, -0.78, 0.28)
H (1.83, 0.60, 2.07)
H (0.74, 0.77, 0.64)
H (-0.19, -1.09, 2.48)



Arrangement x

DFT (the ωB97M-V functional and the def2-TZVPD basis) results for a 2-piece molecular cluster, C3H10N2O overall.

Output
HOMO energy ... -9.430 eV
Kohn-Sham gap ... 10.40 eV
Charge ... 0
LUMO energy ... 0.97 eV
SMILES ... C=NC.NCO

Geometry (Å):
C (-1.17, -1.38, -0.55)
N (-1.73, -0.95, 0.49)
C (-2.48, 0.27, 0.35)
H (-1.53, -1.06, -1.54)
H (-0.42, -2.17, -0.61)
H (-2.87, 0.41, -0.67)
H (-1.93, 1.17, 0.64)
H (-3.40, 0.22, 0.93)
N (2.39, -0.43, 0.01)
C (1.84, 0.88, -0.12)
O (1.33, 1.29, 1.13)
H (2.58, -0.87, -0.87)
H (3.11, -0.55, 0.71)
H (2.53, 1.68, -0.38)
H (1.07, 0.90, -0.89)
H (0.68, 0.60, 1.37)



Arrangement y

DFT (the ωB97M-V functional and the def2-TZVPD basis) results for a 2-piece molecular cluster, C3H10N2O overall.

Output
HOMO energy ... -9.410 eV
Kohn-Sham gap ... 10.34 eV
Charge ... 0
LUMO energy ... 0.93 eV
SMILES ... NC=O.CCN

Geometry (Å):
N (1.81, 0.69, -0.74)
C (2.60, 1.18, 0.26)
O (2.32, 1.14, 1.45)
H (1.64, -0.29, -0.57)
H (2.03, 1.06, -1.65)
H (3.43, 1.87, 0.05)
C (-3.26, -0.73, 0.09)
C (-2.06, -1.19, -0.75)
N (-0.77, -0.89, -0.12)
H (-3.32, -1.16, 1.10)
H (-4.23, -0.94, -0.35)
H (-3.16, 0.34, 0.33)
H (-2.11, -0.61, -1.68)
H (-2.10, -2.26, -0.91)
H (-0.82, -1.32, 0.79)
H (-0.60, 0.09, 0.00)



Which is the most stable structure? arrangement y is the most stable.



Arrangement w

DFT (the ωB97M-V functional and the def2-TZVPD basis) results for a 2-piece molecular cluster, C3H6N2O overall.

Output
HOMO energy ... -9.623 eV
Kohn-Sham gap ... 10.07 eV
Charge ... 0
LUMO energy ... 0.44 eV
SMILES ... C=NC=O.C=N

Geometry (Å):
C (0.23, 0.86, 1.54)
N (-0.63, 0.43, 0.73)
C (-1.86, 0.58, 0.13)
O (-2.11, 0.83, -1.02)
H (0.99, 0.22, 2.03)
H (0.23, 1.85, 2.01)
H (-2.70, 0.39, 0.74)
C (1.16, -0.71, -1.48)
N (0.93, -1.29, -0.40)
H (0.46, -0.93, -2.30)
H (2.07, -0.20, -1.68)
H (0.01, -1.67, -0.46)



Arrangement x

DFT (the ωB97M-V functional and the def2-TZVPD basis) results for a 2-piece molecular cluster, C3H6N2O overall.

Output
HOMO energy ... -9.210 eV
Kohn-Sham gap ... 9.97 eV
Charge ... 0
LUMO energy ... 0.76 eV
SMILES ... c1c[nH]cn1.O

Geometry (Å):
C (-0.02, -1.17, -0.27)
C (0.41, -0.20, -1.14)
N (-0.50, 0.81, -0.98)
C (-1.46, 0.39, -0.13)
N (-1.18, -0.80, 0.37)
H (0.61, -2.02, -0.05)
H (1.24, -0.13, -1.82)
H (-0.56, 1.67, -1.50)
H (-2.26, 1.06, 0.12)
O (1.48, 0.40, 1.95)
H (0.56, 0.50, 1.76)
H (1.67, -0.52, 1.69)



Which is the most stable structure? arrangement x is the most stable.



Arrangement w

DFT (the ωB97M-V functional and the def2-TZVPD basis) results for one molecule with the formula C3H6N2O.

Output
HOMO energy ... -10.004 eV
Kohn-Sham gap ... 10.54 eV
Charge ... 0
LUMO energy ... 0.54 eV
SMILES ... N#C[C@H](O)CN

Geometry (Å):
N (2.57, 0.40, -1.56)
C (1.69, 0.52, -0.81)
C (0.55, 0.58, 0.13)
O (0.87, -0.04, 1.36)
C (-0.70, -0.04, -0.56)
N (-1.60, -0.74, 0.33)
H (0.37, 1.62, 0.40)
H (1.14, -0.95, 1.20)
H (-0.37, -0.74, -1.34)
H (-1.24, 0.76, -1.08)
H (-1.08, -1.22, 1.06)
H (-2.22, -0.10, 0.82)



Arrangement x

DFT (the ωB97M-V functional and the def2-TZVPD basis) results for one molecule with the formula C3H6N2O.

Output
HOMO energy ... -9.707 eV
Kohn-Sham gap ... 10.67 eV
Charge ... 0
LUMO energy ... 0.96 eV
SMILES ... C[C@]12NO[C@H]1N2

Geometry (Å):
C (-1.11, 0.54, 0.91)
C (-0.06, 0.00, 0.01)
N (-0.32, -0.10, -1.41)
O (0.89, -1.10, -1.49)
C (0.91, -1.11, -0.07)
N (1.34, 0.17, 0.40)
H (-2.09, 0.11, 0.70)
H (-1.18, 1.64, 0.80)
H (-0.82, 0.33, 1.94)
H (-0.32, 0.86, -1.84)
H (0.99, -2.03, 0.49)
H (1.92, 0.63, -0.30)



Which is the most stable structure? arrangement w is the most stable.



Arrangement w

DFT (the ωB97M-V functional and the def2-TZVPD basis) results for a 2-piece molecular cluster, C3H6N2O overall.

Output
HOMO energy ... -8.398 eV
Kohn-Sham gap ... 9.33 eV
Charge ... 0
LUMO energy ... 0.93 eV
SMILES ... c1c[nH]cn1.O

Geometry (Å):
C (0.55, -2.32, -1.06)
C (-0.06, -1.98, -2.29)
N (-0.06, -0.59, -2.44)
C (0.82, -0.20, -1.57)
N (1.19, -1.15, -0.69)
H (0.94, -3.25, -0.53)
H (0.00, -2.75, -3.16)
H (-0.23, -0.08, -3.31)
H (1.43, 0.79, -1.73)
O (-1.42, 3.73, 5.23)
H (-0.82, 3.86, 5.97)
H (-2.34, 3.96, 5.57)



Arrangement x

DFT (the ωB97M-V functional and the def2-TZVPD basis) results for one molecule with the formula C3H6N2O.

Output
HOMO energy ... -9.640 eV
Kohn-Sham gap ... 9.90 eV
Charge ... 0
LUMO energy ... 0.26 eV
SMILES ... C/N=C/C(N)=O

Geometry (Å):
C (1.10, -0.11, 1.53)
N (0.26, 0.64, 0.64)
C (-0.85, 0.10, 0.38)
C (-1.14, -0.10, -1.07)
N (-0.27, 0.55, -1.87)
O (-1.91, -0.98, -1.41)
H (1.57, -0.79, 0.80)
H (0.56, -0.74, 2.25)
H (1.86, 0.53, 1.97)
H (-1.34, -0.61, 1.07)
H (-0.28, 0.37, -2.85)
H (0.42, 1.14, -1.44)



Which is the most stable structure? arrangement x is the most stable.



Arrangement w

DFT (the ωB97M-V functional and the def2-TZVPD basis) results for C3H6N2O as an isolated structure.

Output
HOMO energy (spin up / spin down) ... -9.164 / -9.164 eV
Kohn-Sham gap (spin up / spin down) ... 9.30 / 9.30 eV
Charge ... 0
LUMO energy (spin up / spin down) ... 0.13 / 0.13 eV

Geometry (Å):
C (-0.17, 0.18, -1.38)
C (0.23, -1.37, 0.05)
O (0.00, -2.50, 0.01)
N (0.70, -0.36, 1.69)
C (-0.15, 0.62, 1.41)
N (0.04, 1.34, 0.31)
H (-0.77, -0.65, -1.76)
H (-0.68, 1.10, -1.65)
H (0.84, 0.16, -1.79)
H (1.58, -0.14, 1.21)
H (-1.09, 0.63, 1.97)
H (-0.74, 1.99, 0.18)



Arrangement x

DFT (the ωB97M-V functional and the def2-TZVPD basis) results for one molecule with the formula C3H6N2O.

Output
HOMO energy ... -10.004 eV
Kohn-Sham gap ... 10.63 eV
Charge ... 0
LUMO energy ... 0.63 eV
SMILES ... [H]/N=C(\C)NC=O

Geometry (Å):
H (-1.49, 1.67, -1.37)
N (-0.84, 0.95, -1.70)
C (-0.36, 0.19, -0.82)
C (-0.64, 0.30, 0.92)
N (0.50, -0.88, -0.96)
C (1.22, -0.78, 0.31)
O (2.13, -0.03, 0.49)
H (-1.37, 1.06, 0.80)
H (0.06, 0.69, 1.71)
H (-1.09, -0.59, 1.40)
H (1.07, -1.04, -1.79)
H (0.85, -1.54, 1.01)



Which is the most stable structure? arrangement x is the most stable.



Arrangement w

DFT (the ωB97M-V functional and the def2-TZVPD basis) results for a 2-piece molecular cluster, C2H4ClI overall.

Output
HOMO energy ... -9.557 eV
Kohn-Sham gap ... 10.27 eV
Charge ... 0
LUMO energy ... 0.72 eV
SMILES ... C=CCl.I

Geometry (Å):
C (0.61, -1.18, -1.43)
C (0.54, -0.16, -0.61)
Cl (-0.72, 0.16, 0.56)
H (1.55, -1.25, -2.04)
H (-0.11, -1.97, -1.74)
H (1.48, 0.40, -0.28)
I (-1.82, 2.69, 2.41)
H (-1.52, 1.30, 3.13)



Arrangement x

DFT (the ωB97M-V functional and the def2-TZVPD basis) results for C2H4ClI as an isolated structure.

Output
HOMO energy ... -9.548 eV
Kohn-Sham gap ... 9.51 eV
Charge ... 0
LUMO energy ... -0.04 eV

Geometry (Å):
C (-0.16, -0.01, -0.45)
C (0.97, -0.64, 0.32)
Cl (1.26, -2.32, -0.06)
I (2.98, 0.36, 0.07)
H (0.20, -0.05, -1.42)
H (-0.30, 1.02, 0.04)
H (-0.89, -0.76, -0.27)
H (0.73, -0.47, 1.77)



Which is the most stable structure? arrangement w is the most stable.



Arrangement w

DFT (the ωB97M-V functional and the def2-TZVPD basis) results for one molecule with the formula C4H8FNO.

Output
HOMO energy ... -9.836 eV
Kohn-Sham gap ... 10.54 eV
Charge ... 0
LUMO energy ... 0.70 eV
SMILES ... C[C@H](C=O)N(C)F

Geometry (Å):
C (0.74, 1.11, 0.74)
C (-0.24, 0.54, -0.29)
C (-1.58, 1.14, -0.25)
O (-1.83, 2.30, -0.43)
N (-0.56, -1.07, 0.02)
C (0.60, -1.87, -0.48)
F (-0.43, -1.21, 1.41)
H (0.99, 2.17, 0.44)
H (0.54, 1.24, 1.85)
H (1.71, 0.53, 0.56)
H (0.21, 0.66, -1.25)
H (-2.54, 0.49, -0.31)
H (0.57, -2.80, -0.07)
H (0.40, -2.00, -1.56)
H (1.44, -1.22, -0.38)



Arrangement x

DFT (the ωB97M-V functional and the def2-TZVPD basis) results for one molecule with the formula C4H8FNO.

Output
HOMO energy ... -8.567 eV
Kohn-Sham gap ... 9.49 eV
Charge ... 0
LUMO energy ... 0.92 eV
SMILES ... CO/C=C(\F)CN

Geometry (Å):
C (2.52, 0.57, -0.10)
O (1.99, -0.74, -0.09)
C (0.68, -0.93, 0.00)
C (-0.28, -0.06, 0.22)
F (-0.03, 1.27, 0.23)
C (-1.71, -0.41, 0.47)
N (-2.63, 0.16, -0.44)
H (2.53, 1.02, 0.91)
H (1.97, 1.22, -0.77)
H (3.50, 0.44, -0.47)
H (0.39, -1.96, -0.04)
H (-1.90, -1.48, 0.39)
H (-1.95, -0.07, 1.49)
H (-2.62, 1.19, -0.41)
H (-2.45, -0.21, -1.40)



Which is the most stable structure? arrangement x is the most stable.